Record 1
Computed, not measured: C42H36AsClN3O3Tc as an isolated structure at a distorted geometry, with wB97M-V/def2-TZVPD.

```
87
Properties=species:S:1:pos:R:3:forces:R:3:mulliken_spin:R:1
Tc -0.87527 -0.32213 -0.06207 -1.413 1.780 2.093 1.05
O -1.76511 -0.27454 1.75125 -0.131 -0.718 -0.130 0.03
C -1.15717 0.26677 2.75970 0.286 0.599 0.119 -0.03
C -1.03331 -0.41056 3.99080 -0.192 -0.030 0.027 0.00
C -0.44058 0.18926 5.07528 -0.078 0.075 -0.158 0.00
C 0.03660 1.50856 5.00363 0.066 0.072 0.098 0.02
C -0.04734 2.18659 3.81695 0.047 0.106 -0.124 0.00
C -0.60794 1.58770 2.67092 0.293 -0.588 0.152 0.05
C -0.73504 2.32160 1.46428 -0.346 0.154 -0.214 0.00
N -1.20021 1.78031 0.37733 1.133 -1.482 -0.149 -0.06
N -1.70764 2.60968 -0.56288 -0.088 1.028 -0.445 0.00
C -2.18092 2.09809 -1.62600 0.333 -0.211 0.579 -0.04
O -1.98719 0.74412 -1.85349 -0.004 0.189 0.281 0.04
C -2.93610 2.96608 -2.54576 -0.129 0.129 -0.268 0.01
C -2.81135 2.91025 -3.93422 0.117 -0.013 0.044 0.00
C -3.54120 3.77323 -4.73528 0.025 0.024 -0.029 0.00
C -4.38789 4.70934 -4.16089 -0.037 0.016 0.043 0.00
C -4.50083 4.78782 -2.77938 -0.012 0.033 -0.079 0.00
C -3.78338 3.92036 -1.97558 0.063 -0.207 -0.008 0.00
H -1.42184 -1.41904 4.04591 -0.002 0.000 0.002 0.00
H -0.35062 -0.35546 6.00680 -0.015 -0.025 -0.007 0.00
H 0.44731 1.98475 5.88359 0.047 -0.009 -0.031 0.00
H 0.29809 3.21295 3.73858 0.040 -0.024 0.051 0.00
H -0.47829 3.37857 1.44435 -0.420 0.164 0.077 -0.01
H -2.12084 2.21472 -4.39602 -0.019 -0.050 0.025 0.00
H -3.44302 3.72535 -5.81152 0.028 -0.018 0.006 0.00
H -4.95917 5.37817 -4.79077 0.011 0.010 0.005 0.00
H -5.14954 5.52747 -2.32986 -0.016 -0.023 0.011 0.00
H -3.86958 3.95709 -0.89916 -0.001 0.048 0.020 0.00
Cl -6.56042 -3.51364 0.45560 -0.073 -0.067 0.074 0.00
C -5.49134 -2.49734 -0.43632 0.155 0.161 -0.115 0.00
C -4.31607 -3.02290 -0.95027 0.054 -0.135 0.025 -0.01
C -3.46569 -2.20804 -1.67835 -0.109 0.123 -0.030 0.02
C -3.78538 -0.87312 -1.90335 0.027 -0.008 -0.136 0.00
C -2.88325 0.00297 -2.72319 -0.325 -0.418 0.193 0.00
C -4.96562 -0.35963 -1.37499 0.063 -0.013 -0.034 0.00
C -5.81955 -1.16476 -0.64177 -0.045 0.028 0.086 0.00
H -4.07602 -4.06491 -0.78873 -0.024 0.006 0.024 0.00
H -2.55397 -2.61722 -2.09579 -0.007 -0.037 0.003 0.00
H -3.47016 0.69376 -3.31816 0.069 0.032 -0.036 0.00
H -2.24156 -0.59468 -3.37085 0.005 0.078 -0.005 0.00
H -5.22488 0.67885 -1.54893 -0.025 0.000 0.002 0.00
H -6.73820 -0.76665 -0.23392 -0.005 -0.021 0.000 0.00
O 0.69773 -1.04031 1.25630 -0.544 0.021 -0.456 0.02
As 2.29924 -0.57367 1.29123 0.263 0.157 0.050 0.00
C 2.79282 -0.53228 3.15743 0.014 0.021 -0.289 0.00
C 2.49115 -1.70535 3.84519 -0.013 0.031 -0.130 0.00
C 2.76956 -1.80461 5.19679 -0.018 -0.025 0.004 0.00
C 3.33181 -0.72644 5.86668 -0.023 0.033 -0.002 0.00
C 3.62807 0.44138 5.18130 0.046 0.013 0.042 0.00
C 3.37398 0.53944 3.82096 0.059 -0.002 -0.061 0.00
C 3.25767 -2.03413 0.45625 -0.170 0.197 0.040 0.00
C 2.64336 -3.27902 0.56514 -0.094 0.074 -0.024 0.00
C 3.26585 -4.40375 0.04722 0.003 -0.008 -0.063 0.00
C 4.48813 -4.27813 -0.60155 -0.061 -0.024 -0.025 0.00
C 5.08563 -3.03245 -0.72850 0.082 0.030 -0.086 0.00
C 4.47757 -1.90491 -0.19516 -0.026 0.105 0.113 0.00
C 2.55088 1.05110 0.27867 -0.073 -0.382 0.099 0.00
C 2.68055 2.31606 0.83483 -0.004 -0.001 0.045 -0.01
C 2.65978 3.42990 0.00646 -0.020 0.061 0.066 0.00
C 2.48759 3.28211 -1.36127 -0.083 0.002 -0.037 0.00
C 2.34976 2.01695 -1.91535 0.017 -0.079 -0.002 0.01
C 2.38053 0.90039 -1.09649 0.169 -0.032 0.077 0.01
H 2.04567 -2.53555 3.31077 -0.049 -0.035 0.110 0.00
H 2.54760 -2.72169 5.72577 -0.009 0.004 0.010 0.00
H 3.54400 -0.79796 6.92512 -0.003 -0.005 0.004 0.00
H 4.06369 1.28161 5.70537 0.031 -0.008 -0.008 0.00
H 3.65484 1.44174 3.29747 -0.017 -0.026 0.040 0.00
H 1.66825 -3.34473 1.03381 0.021 -0.061 0.011 0.00
H 2.79296 -5.37290 0.14233 0.022 0.001 -0.002 0.00
H 4.97061 -5.15130 -1.02149 0.010 0.002 0.033 0.00
H 6.02862 -2.93782 -1.25088 0.012 0.007 0.030 0.00
H 4.95181 -0.93488 -0.28870 0.013 -0.004 -0.010 0.00
H 2.77962 2.44523 1.90280 -0.057 0.053 -0.038 0.00
H 2.76648 4.41699 0.43745 -0.004 -0.006 -0.016 0.00
H 2.44224 4.15470 -1.99928 0.055 0.015 0.014 0.00
H 2.21730 1.89680 -2.98267 -0.001 0.030 -0.003 0.00
H 2.28386 -0.09516 -1.51293 -0.031 0.051 -0.075 0.00
C 1.96715 -2.91140 -3.90914 -0.043 0.095 0.058 -0.01
C 0.54964 -3.06479 -3.34253 0.251 -0.210 -0.364 0.00
C 0.24687 -2.11728 -2.28611 -0.173 0.090 0.092 -0.02
N -0.09848 -1.34388 -1.50040 1.133 -0.927 -1.508 -0.05
H 2.08331 -3.55143 -4.78160 0.001 -0.016 0.027 0.00
H 2.71150 -3.18760 -3.16816 0.089 -0.031 0.096 0.00
H 2.15214 -1.88121 -4.21157 -0.007 -0.013 -0.042 0.00
H 0.40452 -4.07330 -2.94799 -0.045 0.048 0.051 0.00
H -0.18434 -2.92625 -4.14103 -0.066 -0.002 0.085 0.00
```
Forces are in eV/Å.

The calculation puts the HOMO energy (alpha / beta) at -9.354 / -9.158 eV. For the energy relative to the best compared isomer or geometry (same formula, charge and spin), the calculation gives 0.00 kJ/mol. For the frontier orbital gap (alpha / beta), the calculation gives 6.75 / 6.59 eV. As for the net charge: +1. The spin multiplicity is 2. Its largest force on an atom is 3.09 eV/A. The total energy comes out at -130302.706 eV.

Record 2
Computed, not measured: C42H36AsIrN2OSSi as an isolated structure at a distorted geometry, with wB97M-V/def2-TZVPD.

```
85
Properties=species:S:1:pos:R:3:forces:R:3:mulliken_spin:R:1
Ir 0.41187 1.24625 0.81947 -0.553 0.433 -0.095 0.13
C -4.79806 0.34038 3.83278 -0.072 0.005 -0.073 0.00
Si -3.32865 0.92811 4.83165 0.017 -0.050 -0.090 0.00
C -3.51952 0.32043 6.59464 0.013 -0.058 0.096 0.00
C -3.29924 2.78865 4.85683 0.027 0.125 0.030 0.00
C -1.77484 0.15504 4.12492 0.017 0.009 0.008 -0.01
C -1.25193 -1.00979 4.68276 0.027 0.062 0.037 0.03
C -0.12679 -1.63231 4.15127 0.030 0.042 -0.051 -0.01
C 0.44767 -1.08157 3.02016 0.003 -0.094 0.086 0.05
N -0.05012 0.00616 2.44100 0.124 0.055 0.123 0.00
C -1.11659 0.64891 2.98668 -0.032 -0.067 0.019 0.01
S -1.42408 2.04999 2.01066 0.079 -0.110 0.144 -0.01
H -5.74072 0.69081 4.26088 0.002 0.010 -0.002 0.00
H -4.83054 -0.75103 3.79125 -0.010 0.002 0.002 0.00
H -4.72809 0.72107 2.81088 0.006 -0.032 -0.011 0.00
H -4.39014 0.78732 7.06133 -0.003 0.003 -0.005 0.00
H -2.63981 0.58044 7.18794 -0.011 -0.009 0.025 0.00
H -3.65636 -0.76154 6.64982 -0.005 -0.003 0.010 0.00
H -4.12832 3.16243 5.46480 0.003 0.002 -0.002 0.00
H -3.38780 3.19795 3.85125 0.015 0.007 -0.006 0.00
H -2.36542 3.16291 5.28047 -0.001 0.015 0.004 0.00
H -1.72496 -1.44069 5.55890 0.016 -0.008 0.004 0.00
H 0.28658 -2.52832 4.59310 0.000 -0.006 -0.005 0.00
H 1.31087 -1.52180 2.53409 0.007 0.029 0.018 0.00
N 7.59462 -2.49701 -3.86958 0.002 -0.050 -0.012 0.01
C 6.81792 -1.71970 -3.52516 -0.093 0.200 0.063 0.00
C 5.84898 -0.75359 -3.08381 0.180 -0.159 -0.027 0.02
C 4.93118 -0.21623 -3.98411 -0.073 0.028 -0.037 -0.01
C 3.97473 0.67764 -3.54838 0.065 -0.004 -0.067 0.04
C 3.89597 1.05844 -2.19724 -0.109 0.020 0.018 0.00
C 4.84069 0.51514 -1.30376 0.077 -0.006 -0.014 0.04
C 5.79803 -0.37588 -1.73885 0.013 0.100 0.019 -0.01
C 2.86585 1.90120 -1.72615 0.264 0.128 0.066 0.16
C 1.95701 2.41520 -1.08003 -0.114 0.050 -0.540 -0.10
H 4.96357 -0.51798 -5.02315 -0.001 0.001 0.002 0.00
H 3.25315 1.07738 -4.24877 -0.006 0.019 0.021 0.01
H 4.77843 0.79083 -0.26007 -0.011 -0.006 0.006 0.00
H 6.51021 -0.79772 -1.04100 -0.003 -0.002 0.013 0.00
O 1.78791 -0.23465 -0.03930 -0.097 0.044 -0.099 0.03
As 0.57977 -1.11681 -0.81545 -0.217 0.560 0.286 0.01
C -0.59326 -2.18160 0.30197 0.053 0.003 0.070 0.01
C -1.77665 -1.62163 0.77822 -0.047 -0.112 0.001 -0.03
C -2.58185 -2.35152 1.63592 -0.029 0.035 -0.031 0.00
C -2.20834 -3.63321 2.02729 -0.022 -0.009 0.000 0.00
C -1.03066 -4.18927 1.55729 0.016 0.030 -0.039 0.00
C -0.22028 -3.46034 0.69174 -0.006 -0.004 -0.024 0.01
C -0.64452 -0.42190 -2.15686 -0.061 -0.324 -0.102 0.00
C -0.43262 0.73319 -2.89627 0.035 -0.042 0.004 -0.02
C -1.35810 1.12446 -3.85240 0.050 0.030 0.017 0.00
C -2.49496 0.36424 -4.08607 -0.014 -0.019 -0.007 0.00
C -2.70075 -0.80173 -3.36601 0.032 -0.010 0.014 0.00
C -1.77532 -1.19842 -2.40876 -0.052 0.094 0.004 0.00
C 1.60700 -2.46269 -1.75288 -0.001 -0.074 -0.158 0.00
C 2.99180 -2.41054 -1.66847 0.031 -0.037 0.029 0.00
C 3.76229 -3.35902 -2.33255 -0.011 0.001 0.012 0.00
C 3.14925 -4.35235 -3.08008 -0.015 -0.013 -0.018 0.00
C 1.76263 -4.40243 -3.17045 0.002 0.013 0.012 0.00
C 0.99277 -3.45763 -2.50971 0.047 0.014 -0.005 0.00
H -2.03629 -0.60312 0.50615 0.013 -0.001 0.008 0.00
H -3.49313 -1.90824 2.01852 0.010 -0.006 -0.006 0.00
H -2.83723 -4.19258 2.70937 0.003 -0.001 0.003 0.00
H -0.73398 -5.18359 1.86670 0.008 -0.001 -0.002 0.00
H 0.70559 -3.88978 0.32865 0.009 -0.017 -0.008 0.00
H 0.44470 1.32952 -2.72246 0.201 0.188 0.115 0.01
H -1.19160 2.04066 -4.40501 0.010 -0.005 0.008 0.00
H -3.21904 0.68129 -4.82639 0.000 0.006 0.008 0.00
H -3.58560 -1.40247 -3.53659 0.004 -0.003 -0.004 0.00
H -1.96470 -2.09679 -1.83532 0.002 -0.009 -0.044 0.00
H 3.45515 -1.62108 -1.08931 -0.058 -0.071 -0.015 0.00
H 4.84297 -3.31733 -2.27576 -0.025 -0.003 0.018 0.00
H 3.75345 -5.08549 -3.59994 -0.003 -0.003 -0.001 0.00
H 1.28207 -5.17506 -3.75770 0.004 -0.003 -0.004 0.00
H -0.08706 -3.49774 -2.58689 -0.024 0.004 -0.003 0.00
C 0.77731 2.78824 -0.44963 0.374 -1.031 0.234 0.48
C 0.11047 3.99414 -0.89953 -0.149 0.111 0.012 -0.09
C 0.56615 4.69044 -2.03820 0.023 -0.005 -0.004 0.11
C -0.07601 5.82255 -2.50696 -0.007 0.016 -0.013 -0.07
C -1.19773 6.32204 -1.85377 0.015 -0.039 0.020 0.12
C -1.65580 5.66131 -0.71843 0.001 -0.005 0.003 -0.06
C -1.02019 4.52415 -0.25072 0.024 -0.002 -0.031 0.10
H 1.44377 4.31565 -2.55262 -0.011 0.020 -0.004 0.01
H 0.30428 6.32465 -3.38977 0.001 -0.001 -0.002 0.00
H -1.69939 7.21036 -2.21711 -0.003 0.004 -0.002 0.01
H -2.52164 6.03808 -0.18574 -0.001 0.008 -0.004 0.00
H -1.38799 4.04653 0.64383 -0.005 -0.015 -0.026 0.02
```
Forces are in eV/Å.

The calculation puts the HOMO energy (alpha / beta) at -2.741 / -3.628 eV. For the energy relative to the best compared isomer or geometry (same formula, charge and spin), the calculation gives 91.71 kJ/mol. For the frontier orbital gap (alpha / beta), the calculation gives 5.14 / 5.91 eV. As for the net charge: -1. The spin multiplicity is 2. Its largest force on an atom is 1.12 eV/A. The total energy comes out at -131556.470 eV.